1.
C45H72ClF4NO28S2 | ωB97M-V/def2-TZVPD

Positions of all 153 atoms, in Å:
C: -4.964 -3.335 0.636
C: -5.136 -1.811 0.490
C: -4.199 -1.095 -0.498
C: -2.846 -0.436 -0.080
C: -2.793 -0.204 1.470
Cl: -2.631 -1.696 2.504
C: -3.878 0.618 2.216
C: -5.112 1.226 1.542
C: -1.659 -1.368 -0.686
C: -1.826 -2.841 -0.319
C: -1.676 -1.390 -2.266
F: -0.721 -0.625 -2.826
F: -1.477 -2.613 -2.767
F: -2.827 -0.955 -2.801
C: -0.188 -0.974 -0.267
C: 0.320 -1.247 1.180
C: 0.778 -2.677 1.548
C: 0.249 -3.213 2.905
C: -0.711 -4.407 2.788
S: -0.116 -5.871 3.613
O: 0.422 -6.735 2.611
O: 0.710 -5.572 4.731
O: -1.429 -6.540 4.218
O: 0.651 -1.763 -1.092
C: 1.952 -1.419 -1.446
O: 2.167 -1.067 -2.552
C: 3.101 -1.600 -0.514
C: 3.656 -0.482 0.113
C: 4.720 -0.631 1.006
C: 5.194 -1.920 1.253
C: 4.655 -3.035 0.610
C: 3.590 -2.888 -0.280
S: -0.042 0.847 -0.458
O: 1.015 1.203 -1.347
O: 0.085 1.453 0.829
O: -1.371 1.272 -1.237
C: -2.679 1.018 -0.708
F: -2.749 1.991 0.283
N: -3.556 1.395 -1.784
C: -4.822 2.084 -1.527
C: -4.912 3.483 -0.974
O: -5.832 1.561 -1.890
C: -2.906 2.203 -2.845
C: -2.582 1.572 -4.161
O: -2.710 3.362 -2.683
H: -5.855 -3.728 1.114
H: -4.855 -3.773 -0.355
H: -4.090 -3.603 1.220
H: -5.217 -1.415 1.499
H: -6.139 -1.724 0.074
H: -4.812 -0.341 -0.979
H: -4.093 -1.812 -1.302
H: -1.857 0.295 1.679
H: -4.241 0.078 3.081
H: -3.361 1.453 2.683
H: -5.448 0.807 0.602
H: -4.957 2.286 1.392
H: -5.961 1.176 2.220
H: -1.928 -3.027 0.737
H: -0.972 -3.428 -0.632
H: -2.671 -3.304 -0.810
H: -0.224 -0.810 2.006
H: 1.248 -0.676 1.205
H: 0.550 -3.432 0.804
H: 1.854 -2.690 1.661
H: -0.174 -2.418 3.507
H: 1.102 -3.565 3.482
H: -0.857 -4.701 1.754
H: -1.698 -4.150 3.168
H: -2.079 -6.686 3.515
H: 3.238 0.489 -0.118
H: 5.136 0.238 1.489
H: 6.014 -2.055 1.946
H: 5.038 -4.023 0.816
H: 3.140 -3.737 -0.774
H: -3.958 3.877 -0.654
H: -5.647 3.489 -0.180
H: -5.335 4.098 -1.763
H: -2.757 2.331 -4.917
H: -1.529 1.309 -4.191
H: -3.197 0.712 -4.390
C: 6.123 4.730 -0.374
O: 7.234 5.091 0.452
C: 7.434 4.280 1.487
O: 6.776 3.310 1.761
O: 8.490 4.725 2.168
C: 8.821 3.940 3.315
H: 6.077 5.467 -1.169
H: 6.271 3.742 -0.807
H: 5.197 4.756 0.196
H: 9.074 2.922 3.025
H: 7.998 3.938 4.028
H: 9.690 4.398 3.780
C: -9.859 -2.533 -5.341
O: -8.504 -2.623 -4.898
C: -7.859 -1.456 -4.876
O: -8.320 -0.390 -5.188
O: -6.617 -1.677 -4.450
C: -5.805 -0.501 -4.372
H: -10.261 -3.542 -5.311
H: -10.439 -1.895 -4.678
H: -9.906 -2.157 -6.361
H: -6.221 0.212 -3.667
H: -5.694 -0.045 -5.356
H: -4.830 -0.818 -4.016
C: -2.729 6.955 -1.544
O: -3.826 7.672 -0.973
C: -4.451 8.485 -1.823
O: -4.170 8.649 -2.980
O: -5.446 9.085 -1.168
C: -6.207 9.993 -1.965
H: -2.310 6.333 -0.758
H: -3.068 6.315 -2.357
H: -1.961 7.640 -1.898
H: -6.681 9.472 -2.795
H: -5.578 10.799 -2.337
H: -6.974 10.406 -1.316
C: 11.390 3.098 0.658
O: 12.315 2.168 1.227
C: 13.233 2.724 2.015
O: 13.329 3.895 2.271
O: 14.026 1.756 2.474
C: 15.066 2.213 3.341
H: 10.699 2.529 0.043
H: 10.829 3.609 1.437
H: 11.906 3.820 0.028
H: 14.647 2.688 4.226
H: 15.725 2.904 2.820
H: 15.629 1.333 3.638
C: -6.865 -4.463 8.077
O: -5.634 -4.021 7.501
C: -4.665 -4.937 7.514
O: -4.757 -6.053 7.954
O: -3.582 -4.403 6.955
C: -2.451 -5.282 6.899
H: -7.558 -3.631 8.003
H: -7.263 -5.314 7.528
H: -6.727 -4.725 9.125
H: -2.679 -6.161 6.306
H: -2.140 -5.572 7.901
H: -1.644 -4.732 6.425
C: 3.433 -1.402 -5.220
O: 4.619 -0.912 -5.860
C: 5.614 -1.790 -5.913
O: 5.594 -2.915 -5.484
O: 6.650 -1.211 -6.526
C: 7.798 -2.050 -6.651
H: 2.707 -0.596 -5.238
H: 3.034 -2.258 -5.764
H: 3.637 -1.669 -4.191
H: 7.567 -2.932 -7.245
H: 8.169 -2.344 -5.671
H: 8.556 -1.462 -7.161

Properties
total charge	0
gap between HOMO and LUMO	0.358	Eh

=====

2.
C45H73BeBrCaCl2FLiN3O16PS | ωB97M-V/def2-TZVPD

Positions of all 146 atoms, in Å:
C: 8.170 -1.095 2.812
C: 7.435 -1.433 1.352
O: 7.434 -2.715 0.959
O: 6.808 -0.305 0.643
C: 7.179 -0.268 -0.781
C: 5.766 -0.102 -1.662
C: 6.086 0.558 -3.128
C: 4.870 1.443 -3.776
C: 3.449 0.583 -3.972
C: 2.282 1.702 -4.206
C: 1.208 1.907 -3.003
C: 1.709 1.623 -1.487
C: 0.652 0.702 -0.574
C: 0.404 1.240 0.990
F: 1.126 2.443 1.535
C: -0.615 0.471 2.018
C: -1.409 -0.864 1.416
C: -1.168 -1.403 -0.124
C: -2.064 -2.748 -0.555
C: -3.511 -2.370 -1.234
C: -3.460 -1.118 -2.304
N: -4.156 0.201 -1.924
O: -2.857 -1.249 -3.492
C: -0.105 -0.661 -1.180
O: 0.133 -1.176 -2.533
C: 0.820 -2.470 -2.548
C: 1.721 -2.821 -1.231
C: 2.443 -4.295 -1.557
O: 2.853 -1.891 -0.987
C: -2.425 -1.610 2.516
O: -3.649 -2.048 2.196
C: -1.786 -1.706 4.059
C: -1.895 -3.072 5.000
O: -2.582 -4.293 4.467
C: -1.177 -3.008 6.489
O: -1.176 -4.191 7.404
C: -0.383 -1.670 7.083
C: -0.270 -0.317 6.149
P: 0.675 1.264 6.736
N: -0.391 2.504 6.954
O: 1.877 1.706 5.523
O: 1.543 0.856 8.209
C: -0.970 -0.377 4.665
C: -0.879 0.915 3.607
O: -1.043 2.193 3.969
H: 9.271 -0.718 2.698
H: 7.507 -0.264 3.311
H: 8.129 -2.054 3.499
H: 7.707 -1.235 -1.180
H: 7.880 0.645 -0.992
H: 5.012 0.501 -0.999
H: 5.419 -1.223 -1.872
H: 7.002 1.304 -2.960
H: 6.474 -0.237 -3.909
H: 4.594 2.369 -3.076
H: 5.123 1.914 -4.833
H: 3.262 -0.142 -3.048
H: 3.632 -0.140 -4.903
H: 1.660 1.339 -5.159
H: 2.768 2.734 -4.556
H: 0.223 1.306 -3.315
H: 0.869 3.051 -3.046
H: 1.774 2.677 -0.930
H: 2.754 1.127 -1.350
H: -1.506 -3.448 -1.308
H: -2.311 -3.421 0.398
H: -3.896 -3.351 -1.788
H: -4.308 -2.138 -0.399
H: -5.210 0.057 -1.961
H: -3.890 0.968 -2.587
H: 0.057 -3.346 -2.822
H: 1.575 -2.439 -3.472
H: 1.116 -2.996 -0.239
H: 1.605 -4.991 -2.005
H: 2.837 -4.802 -0.579
H: 3.277 -4.195 -2.406
H: 3.684 -2.386 -1.247
H: -1.853 -4.978 4.273
H: -0.207 -4.212 7.731
H: 0.137 -1.663 8.150
H: -1.317 2.045 6.706
H: 1.916 2.701 5.404
H: 1.588 1.726 8.717
Li: 4.337 1.719 -0.441
C: -5.509 1.042 -6.510
C: -5.928 -0.045 -7.495
N: -4.808 -0.730 -8.151
C: -5.233 -1.591 -9.260
C: -6.103 -2.795 -8.919
C: -3.799 -1.316 -7.265
C: -4.267 -2.367 -6.263
H: -4.891 1.804 -6.997
H: -6.398 1.537 -6.107
H: -4.955 0.634 -5.659
H: -6.537 0.446 -8.266
H: -6.584 -0.751 -6.979
H: -4.349 -1.941 -9.808
H: -5.780 -0.972 -9.982
H: -5.521 -3.609 -8.482
H: -6.550 -3.192 -9.839
H: -6.926 -2.548 -8.244
H: -3.315 -0.505 -6.708
H: -2.988 -1.743 -7.868
H: -5.212 -2.101 -5.784
H: -3.520 -2.477 -5.470
H: -4.377 -3.347 -6.732
C: -7.256 -2.950 -0.183
C: -7.037 -3.598 -1.524
O: -5.923 -3.982 -1.874
C: -8.236 -3.757 -2.421
H: -6.303 -2.901 0.356
H: -7.633 -1.933 -0.318
H: -7.961 -3.542 0.406
H: -8.657 -2.776 -2.656
H: -8.985 -4.385 -1.932
H: -7.929 -4.240 -3.354
Br: 2.678 -6.337 -0.588
Be: -2.355 2.876 5.630
Cl: -7.904 -0.502 -1.633
Cl: 7.254 2.076 -4.467
Ca: -6.570 -4.668 -3.837
C: -2.529 4.857 10.155
C: -3.626 5.098 9.152
O: -3.705 4.432 8.120
C: -4.621 6.185 9.459
H: -1.886 4.044 9.801
H: -1.923 5.760 10.266
H: -2.962 4.568 11.116
H: -4.108 7.146 9.539
H: -5.147 5.955 10.389
H: -5.354 6.245 8.647
O: 7.581 3.849 1.443
S: 7.950 4.212 2.794
O: 8.249 3.218 3.804
O: 6.836 5.244 3.388
C: 5.475 4.838 3.407
C: 5.214 3.812 4.494
C: 9.309 5.351 2.726
H: 5.171 4.460 2.424
H: 4.874 5.732 3.608
H: 5.746 2.877 4.291
H: 4.148 3.580 4.564
H: 5.565 4.179 5.463
H: 9.086 6.130 1.995
H: 10.197 4.793 2.421
H: 9.464 5.778 3.719

Properties
total charge	+2
gap between HOMO and LUMO	0.046	Eh

=====

3.
C45H74N9O5S | ωB97M-V/def2-TZVPD

Positions of all 134 atoms, in Å:
C: -2.502 -0.485 -4.980
C: -1.589 -1.260 -3.972
C: -0.080 -1.213 -4.472
C: -1.684 -0.760 -2.484
C: -1.356 0.795 -2.312
C: -2.271 1.305 -1.137
C: 0.191 1.003 -2.057
O: 0.459 1.395 -0.659
C: 1.643 0.795 -0.300
C: 2.823 1.140 -1.064
N: 4.026 0.597 -0.727
C: 4.218 -0.288 0.336
C: 5.691 -0.769 0.597
C: 6.128 -1.762 -0.537
O: 5.648 -3.058 -0.170
C: 3.075 -0.695 1.172
C: 3.349 -1.648 2.359
C: 2.317 -2.820 2.524
C: 2.047 -3.649 1.219
C: 0.972 -4.773 1.615
S: 1.654 -6.482 1.445
C: 0.378 -7.473 0.640
N: -0.911 -7.148 0.551
N: -1.581 -8.104 -0.142
C: -0.644 -9.007 -0.471
O: 0.593 -8.688 -0.001
C: 1.778 -0.122 0.813
C: 0.499 -0.433 1.633
O: 0.143 0.182 2.593
O: -0.240 -1.521 1.210
H: -2.596 -1.093 -5.922
H: -2.103 0.520 -5.278
H: -3.547 -0.323 -4.626
H: -1.887 -2.347 -3.959
H: 0.605 -1.609 -3.666
H: 0.234 -0.150 -4.673
H: 0.080 -1.846 -5.375
H: -2.736 -0.868 -2.099
H: -0.980 -1.394 -1.877
H: -1.604 1.348 -3.254
H: -1.882 2.204 -0.601
H: -2.436 0.516 -0.352
H: -3.258 1.578 -1.581
H: 0.665 -0.009 -2.180
H: 0.688 1.666 -2.809
H: 2.745 1.859 -1.912
H: 4.837 0.870 -1.296
H: 6.340 0.148 0.481
H: 5.867 -1.144 1.627
H: 7.226 -1.722 -0.752
H: 5.603 -1.440 -1.481
H: 5.551 -3.594 -0.973
H: 4.367 -2.095 2.369
H: 3.281 -1.020 3.295
H: 1.332 -2.509 2.950
H: 2.770 -3.537 3.267
H: 2.936 -4.212 0.841
H: 1.542 -3.057 0.410
H: 0.724 -4.659 2.706
H: 0.006 -4.645 1.068
H: -0.977 -9.880 -1.063
H: -0.661 -1.903 2.014
C: -6.454 -1.220 -2.419
C: -7.546 -1.689 -3.373
C: -6.997 -2.485 -4.561
C: -6.064 -1.638 -5.347
N: -5.343 -0.984 -5.954
H: -5.757 -0.538 -2.911
H: -6.893 -0.683 -1.575
H: -5.887 -2.068 -2.024
H: -8.097 -0.819 -3.735
H: -8.256 -2.313 -2.823
H: -7.813 -2.809 -5.208
H: -6.466 -3.375 -4.215
C: -0.285 5.318 -0.849
C: -0.967 6.434 -1.634
C: -2.393 6.076 -2.060
C: -2.376 4.878 -2.937
N: -2.364 3.952 -3.615
H: -0.175 4.412 -1.450
H: 0.716 5.627 -0.541
H: -0.854 5.066 0.050
H: -0.365 6.667 -2.516
H: -0.996 7.336 -1.018
H: -2.844 6.907 -2.605
H: -3.014 5.868 -1.186
C: 10.186 2.214 -0.474
C: 9.491 3.466 -0.999
C: 7.973 3.300 -1.117
C: 7.652 2.198 -2.063
N: 7.421 1.350 -2.810
H: 10.054 1.367 -1.151
H: 11.259 2.387 -0.379
H: 9.799 1.933 0.509
H: 9.911 3.723 -1.974
H: 9.705 4.300 -0.327
H: 7.520 4.223 -1.482
H: 7.536 3.070 -0.142
C: 0.209 4.303 6.574
C: -0.205 3.782 5.202
C: 0.848 2.869 4.568
C: 2.122 3.610 4.381
N: 3.105 4.184 4.235
H: 1.109 4.919 6.516
H: -0.581 4.924 6.999
H: 0.401 3.478 7.265
H: -0.400 4.633 4.544
H: -1.142 3.229 5.299
H: 0.501 2.512 3.597
H: 1.032 1.999 5.202
C: -6.048 2.786 -1.044
C: -6.747 3.895 -1.823
C: -8.177 3.529 -2.229
C: -8.168 2.327 -3.102
N: -8.160 1.402 -3.779
H: -5.942 1.879 -1.643
H: -5.045 3.101 -0.751
H: -6.604 2.535 -0.136
H: -6.158 4.127 -2.715
H: -6.772 4.799 -1.211
H: -8.638 4.356 -2.771
H: -8.786 3.322 -1.346
C: -0.637 -5.793 6.530
C: 0.584 -4.899 6.717
C: 0.259 -3.408 6.576
C: -0.275 -3.130 5.220
N: -0.688 -2.915 4.171
H: -1.056 -5.697 5.526
H: -0.364 -6.840 6.668
H: -1.418 -5.547 7.253
H: 1.348 -5.181 5.987
H: 1.008 -5.077 7.708
H: 1.159 -2.809 6.731
H: -0.481 -3.104 7.319

Properties
total charge	+1
gap between HOMO and LUMO	0.243	Eh

=====

For each record above, in turn, the calculated HOMO level values are -9.762 -9.205 -10.491 eV.